one.
Density functional theory data (ωB97M-V/def2-TZVPD) for the ion C3H9N2 with charge +1.

Cartesian coordinates (Å):
C -0.38 -1.35 0.24
C 0.33 0.00 -0.01
N 1.78 0.20 0.25
C -0.40 1.13 -0.35
N -1.74 1.10 -0.53
H -0.51 -1.70 1.33
H -1.32 -1.44 -0.36
H 0.33 -2.00 -0.30
H 2.22 -0.59 -0.37
H 2.14 1.07 -0.10
H 2.04 -0.21 1.17
H -0.03 2.05 0.16
H -2.04 0.39 -1.21
H -2.42 1.35 0.08

For the LUMO energy, the calculation gives -3.8 eV. Its charge is +1. The calculation puts the HOMO energy at -12.774 eV.

---

two.
Density functional theory data (ωB97M-V/def2-TZVPD) for a cluster of 2 separate species, C3H9N2 in total.

Cartesian coordinates (Å):
C -1.27 0.36 0.33
C 1.86 0.73 0.10
C 1.05 -0.56 -0.20
N -2.59 0.03 0.51
N -0.34 -0.56 -0.09
H -0.97 1.31 0.66
H 2.36 0.56 1.07
H 2.67 1.01 -0.60
H 1.24 1.57 0.08
H 1.51 -1.55 -0.46
H 1.65 -1.30 -2.62
H -3.17 0.58 1.12
H -3.22 -0.68 0.05
H -0.77 -1.49 0.04

For the LUMO energy (alpha / beta), the calculation gives -4.4 / -5.0 eV. Its charge is +1. The calculation puts the HOMO energy (alpha / beta) at -12.282 / -14.381 eV.

---

three.
Density functional theory data (ωB97M-V/def2-TZVPD) for a cluster of 2 separate species, C3H9N2 in total.

Cartesian coordinates (Å):
C -1.95 -0.46 0.43
C -1.46 0.95 0.11
C 2.80 0.16 0.35
N 1.78 -0.29 -0.29
N -0.91 -0.14 -0.60
H -1.58 -1.13 1.18
H -2.94 -0.97 0.04
H -2.04 1.60 -0.49
H -0.74 1.43 0.70
H 2.82 1.23 0.38
H 3.46 -0.53 0.80
H 1.80 -1.21 -0.65
H 0.11 -0.27 -0.32
H -1.13 -0.37 -1.64

For the LUMO energy, the calculation gives -3.2 eV. Its charge is +1. The calculation puts the HOMO energy at -14.581 eV.

---

The most stable arrangement is one, and the next structure is 8.4 kcal/mol less stable.

---

one.
Density functional theory data (ωB97M-V/def2-TZVPD) for a structure of composition C3H9N2.

Cartesian coordinates (Å):
C -0.11 1.25 -0.04
N 1.05 1.68 0.54
H -0.20 0.99 -1.08
H -0.98 1.81 0.29
H 1.33 1.25 1.41
H 1.86 1.65 -0.07
C -0.98 -0.37 0.65
C 0.05 -1.09 0.06
N 0.12 -1.49 -1.22
H -1.08 -0.25 1.70
H -1.94 -0.37 0.15
H 0.98 -1.16 0.62
H 0.70 -2.31 -1.38
H -0.79 -1.60 -1.65

For the LUMO energy, the calculation gives -4.6 eV. Its charge is +1. The calculation puts the HOMO energy at -13.977 eV.

---

two.
Density functional theory data (ωB97M-V/def2-TZVPD) for the ion C3H9N2 with charge +1.

Cartesian coordinates (Å):
C -1.26 -0.68 0.87
C -0.92 0.57 0.01
N 1.46 0.25 0.80
C 1.40 0.03 -0.61
N 0.05 0.30 -1.02
H -0.25 -1.03 1.23
H -2.08 -0.49 1.60
H -1.74 -1.33 0.16
H -1.77 1.00 -0.59
H -0.60 1.47 0.55
H 1.65 -1.06 -0.81
H 2.33 -0.17 1.05
H 2.04 0.64 -1.26
H -0.31 0.51 -2.01

For the LUMO energy, the calculation gives -8.4 eV. Its charge is +1. The calculation puts the HOMO energy at -14.849 eV.

---

three.
Density functional theory data (ωB97M-V/def2-TZVPD) for a cluster of 2 separate species, C3H9N2 in total.

Cartesian coordinates (Å):
C -1.27 1.24 -0.17
C -1.44 0.10 0.48
C 1.67 -0.80 0.14
N 1.88 0.41 -0.12
N -1.10 -1.07 -0.25
H -1.49 2.26 0.26
H -1.06 1.23 -1.19
H -1.68 -0.03 1.58
H 1.82 -1.53 -0.62
H 1.50 -1.11 1.17
H 2.16 0.77 -0.99
H 2.03 1.14 0.66
H -1.44 -0.81 -1.18
H -1.59 -1.81 0.23

For the LUMO energy, the calculation gives -4.8 eV. Its charge is +1. The calculation puts the HOMO energy at -12.773 eV.

---

The most stable arrangement is one, and the next structure is 2.6 kcal/mol less stable.

---

one.
Density functional theory data (ωB97M-V/def2-TZVPD) for the ion C3H9N2 with charge +1.

Cartesian coordinates (Å):
C 2.28 0.89 0.41
N 1.03 0.80 0.67
C 0.24 -0.43 0.44
N -0.68 -0.11 -0.60
C -2.12 -0.53 -0.64
H 2.86 -0.02 0.22
H 2.74 1.76 0.43
H 0.48 1.61 0.87
H 0.92 -1.35 0.13
H -0.27 -0.61 1.42
H -0.27 -0.13 -1.58
H -2.64 0.12 -1.21
H -2.33 -1.50 -1.06
H -2.23 -0.50 0.50

For the LUMO energy, the calculation gives -5.3 eV. Its charge is +1. The calculation puts the HOMO energy at -13.602 eV.

---

two.
Density functional theory data (ωB97M-V/def2-TZVPD) for the ion C3H9N2 with charge +1.

Cartesian coordinates (Å):
C -1.39 1.62 0.44
C -1.10 0.12 0.29
N 0.15 -0.39 -0.52
C 1.06 -1.14 -0.02
N 2.24 -1.39 -0.62
H -0.62 2.25 0.05
H -2.24 1.99 -0.15
H -1.85 1.95 1.36
H -0.97 -0.29 1.31
H -1.97 -0.33 -0.25
H 0.23 0.20 -1.35
H 0.94 -1.69 0.89
H 2.76 -0.68 -1.10
H 2.75 -2.22 -0.32

For the LUMO energy, the calculation gives -3.9 eV. Its charge is +1. The calculation puts the HOMO energy at -15.423 eV.

---

three.
Density functional theory data (ωB97M-V/def2-TZVPD) for a cluster of 2 separate species, C3H9N2 in total.

Cartesian coordinates (Å):
C -0.78 -1.59 0.61
C 0.64 2.55 -0.34
C 0.46 1.37 -1.18
N -0.78 -2.86 1.07
N 0.25 -0.92 0.31
H -1.82 -1.23 0.35
H -0.29 3.00 0.05
H 1.42 2.60 0.31
H 0.65 3.27 -1.10
H 1.31 0.73 -1.58
H -0.58 1.35 -1.67
H -1.57 -3.44 1.24
H -0.03 -3.63 1.23
H 1.11 -1.23 0.69

For the LUMO energy, the calculation gives -6.1 eV. Its charge is +1. The calculation puts the HOMO energy at -13.457 eV.

---

The most stable arrangement is two, and the next structure is 37.6 kcal/mol less stable.